Record 1
Density functional theory data (wB97M-V/def2-TZVPD) for C27H73N3O6 as an isolated structure in a non-equilibrium geometry.

XYZ file:
```
109
Properties=species:S:1:pos:R:3:mulliken_charge:R:1
C 4.3590 -0.2110 -0.5130 -0.820
C 3.4972 0.9591 -0.9452 -1.137
N 2.1172 1.0329 -0.4601 1.065
C 1.4978 2.1880 -1.1249 -1.664
C 0.0744 2.3174 -0.6450 0.035
C 2.0354 0.9105 1.0061 -0.314
C 2.6788 2.0720 1.7547 -2.033
H 4.4816 -0.2379 0.5698 1.033
H 5.3773 -0.1291 -0.8932 0.540
H 4.0187 -1.2042 -0.8060 0.419
H 3.9926 1.9070 -0.7352 0.610
H 3.4787 1.0184 -2.0334 0.633
H 1.9749 3.1248 -0.8369 0.673
H 1.4566 2.1268 -2.2124 1.008
H 0.0477 2.6480 0.3933 -0.128
H -0.5108 3.0136 -1.2458 0.912
H -0.3784 1.3374 -0.7955 -1.049
H 2.4908 -0.0297 1.3170 -1.511
H 0.9814 0.8326 1.2727 -1.248
H 2.5612 1.9579 2.8323 0.542
H 2.2383 3.0542 1.5836 0.417
H 3.7383 2.1917 1.5283 0.412
C 1.0419 -3.2187 3.7164 -1.709
C 1.0567 -2.3093 2.4516 -0.987
N 1.7175 -1.0269 2.5424 1.433
C 0.9953 -0.0878 3.3650 -2.228
C -0.4152 0.3111 2.8574 -0.380
C 3.0809 -1.0936 3.0746 -0.947
C 3.9718 -0.0456 2.4180 -1.639
H 0.5955 -2.6650 4.5424 0.311
H 2.0329 -3.4917 4.0789 0.335
H 0.3602 -4.0234 3.4411 0.486
H 1.6816 -2.7150 1.6560 0.908
H 0.0250 -2.1933 2.1194 0.131
H 0.8850 -0.5466 4.3476 1.046
H 1.4588 0.8895 3.4999 0.006
H -1.1673 -0.4610 3.0198 1.371
H -0.8221 1.1451 3.4292 0.697
H -0.4549 0.5432 1.7931 0.634
H 3.5051 -2.0809 2.8920 0.596
H 3.1222 -0.8681 4.1402 0.337
H 4.0670 -0.2539 1.3523 -0.494
H 5.0181 -0.1221 2.7139 0.607
H 3.5899 0.9727 2.4917 0.376
C -0.2159 1.2801 -1.8337 -0.377
C -0.1960 0.5354 -3.1733 -0.677
N -1.5307 0.3819 -3.7471 0.606
C -1.5671 -0.2754 -5.0564 -0.370
C -0.8213 -1.5895 -5.2204 -1.199
C -2.3410 1.6105 -3.7673 0.113
C -1.7318 2.7910 -4.5141 -1.448
H -0.7905 0.7215 -1.0949 0.598
H -0.4992 2.3324 -1.8568 0.871
H 0.8366 1.2369 -1.5535 0.031
H 0.4593 1.0697 -3.8611 0.358
H 0.2616 -0.4374 -2.9935 -0.719
H -2.6270 -0.4941 -5.1864 0.438
H -1.2426 0.3549 -5.8843 0.330
H -1.1027 -2.2603 -4.4086 0.160
H -1.0409 -2.0220 -6.1965 0.511
H 0.2623 -1.4919 -5.1551 0.191
H -2.6385 1.9314 -2.7690 0.142
H -3.3049 1.4650 -4.2550 0.724
H -2.2559 3.7178 -4.2804 0.462
H -1.9053 2.5349 -5.5593 0.380
H -0.7057 3.0937 -4.3055 0.221
C -1.2514 -0.4943 0.2832 -0.405
O -0.7991 -0.8539 -0.9950 -0.066
H -2.3254 -0.3568 0.4081 -1.765
H -0.9132 -1.2613 0.9799 0.381
H -0.7658 0.4264 0.6068 -0.218
H 0.1522 -0.9636 -0.9278 2.059
C -2.2794 2.1668 -0.6047 -0.601
O -2.6293 1.1887 0.3801 -0.501
H -1.3788 2.7059 -0.3108 0.079
H -2.0892 1.7111 -1.5764 -0.684
H -3.0499 2.9378 -0.6178 0.547
H -3.3398 0.6375 0.0441 0.297
C 1.0565 -1.7125 -2.5372 -0.574
O 0.4287 -2.7285 -3.3680 -0.656
H 1.4522 -2.0696 -1.5864 0.760
H 1.8260 -1.2192 -3.1309 0.454
H 0.3447 -0.9161 -2.3200 0.699
H -0.1759 -3.2266 -2.8129 0.361
C -3.8572 -2.4198 0.1306 -0.023
O -3.2962 -3.7210 0.0525 -0.562
H -3.1537 -1.6333 -0.1425 0.282
H -4.7160 -2.3186 -0.5330 0.400
H -4.1694 -2.2251 1.1566 0.067
H -2.7871 -3.7698 -0.7599 0.329
C 1.5446 -1.4856 -0.0442 -2.520
O 0.9502 -0.4265 -0.7500 -0.553
H 2.4971 -1.7582 -0.4986 0.271
H 1.6279 -1.3132 1.0288 0.150
H 0.9546 -2.3838 -0.2266 0.576
H 1.5508 0.3168 -0.6585 0.729
C -2.5782 0.4172 4.1964 -0.504
C -2.4166 1.3325 3.0384 -0.954
C -2.3848 0.3359 1.8838 0.140
O -2.5269 -0.9985 2.3552 -0.285
C -3.1552 -0.9040 3.6009 -0.699
H -3.2084 0.7912 5.0033 0.584
H -1.5913 0.1898 4.5994 0.010
H -1.4540 1.8348 3.1347 0.109
H -3.2052 2.0771 2.9302 0.548
H -1.4484 0.4100 1.3309 -0.811
H -3.2338 0.4051 1.2037 1.041
H -2.8218 -1.7589 4.1892 0.406
H -4.2415 -0.9917 3.5819 0.475
```

Values from the calculation:
HOMO, eV: -5.8983
Charge: 0

---

Record 2
Density functional theory data (wB97M-V/def2-TZVPD) for C27H73N6O7Y as an isolated structure in a non-equilibrium geometry.

XYZ file:
```
114
Properties=species:S:1:pos:R:3:mulliken_charge:R:1
Y -3.2269 -2.0957 -4.0234 1.070
C 2.8553 -0.0704 -3.0757 -1.228
C 1.8401 0.6373 -2.1784 0.747
C 1.9727 2.1298 -2.2716 -1.289
O 0.5430 0.3458 -2.5235 -0.337
H 3.2206 0.5896 -3.8625 0.321
H 2.6745 -1.0253 -3.5693 0.378
H 3.7838 -0.3183 -2.5614 0.371
H 1.9389 0.3045 -1.1452 0.210
H 2.9559 2.3404 -1.8509 0.365
H 1.2337 2.5923 -1.6173 0.378
H 1.8309 2.7251 -3.1736 0.401
C 5.3345 8.8829 5.3088 -1.444
C 4.5238 7.5578 5.3833 0.341
C 4.9981 6.5441 4.2825 -0.712
O 4.0576 5.4553 4.1765 -0.288
C 4.4475 4.2501 3.5799 -0.788
N 4.5919 7.0308 6.7222 -0.588
H 5.0712 9.3425 4.3561 0.373
H 6.4218 8.8364 5.3690 0.344
H 5.0429 9.5537 6.1169 0.390
H 3.4617 7.6473 5.1550 0.336
H 6.0499 6.2909 4.4154 0.383
H 5.0322 6.9554 3.2737 0.389
H 3.5857 3.6408 3.3075 0.264
H 5.0892 3.5561 4.1229 0.309
H 4.8411 4.4390 2.5812 0.310
H 5.5293 6.7366 6.9565 0.265
H 3.9315 6.2672 6.6909 0.289
C -7.4003 5.4293 4.6100 -1.314
C -6.5903 5.3378 5.9578 0.302
C -5.0776 5.3608 5.6501 -0.624
O -4.7061 4.2870 4.8176 -0.315
C -3.3625 4.2611 4.1701 -0.708
N -7.0463 6.4134 6.8303 -0.613
H -8.4119 5.7268 4.8862 0.436
H -7.3753 4.4283 4.1793 0.318
H -7.0199 6.1942 3.9331 0.310
H -6.9802 4.4001 6.3536 0.299
H -4.3466 5.3254 6.4579 0.394
H -4.8429 6.2635 5.0860 0.310
H -3.2041 4.7470 3.2073 0.264
H -3.2455 3.1865 4.0304 0.239
H -2.6464 4.5648 4.9337 0.313
H -7.0229 7.3173 6.3803 0.267
H -8.0030 6.1916 7.0663 0.302
C 5.2770 -8.0872 -2.4755 -1.330
C 5.4054 -6.6665 -3.0077 0.625
C 4.9074 -6.6754 -4.4611 -0.972
O 5.4888 -7.7930 -5.1807 -0.326
C 4.6160 -8.3439 -6.1557 -0.716
N 4.4667 -5.8291 -2.2027 -0.721
H 5.6445 -8.3017 -1.4720 0.381
H 5.9486 -8.7693 -2.9969 0.347
H 4.2836 -8.5331 -2.5242 0.292
H 6.4376 -6.3210 -2.9496 0.197
H 5.1089 -5.7923 -5.0675 0.444
H 3.8211 -6.6519 -4.5480 0.457
H 4.4007 -7.4874 -6.7946 0.306
H 3.6801 -8.7192 -5.7418 0.285
H 5.0687 -9.1865 -6.6784 0.249
H 4.9740 -5.6863 -1.3411 0.279
H 4.4174 -4.9162 -2.6321 0.206
C -1.2295 6.7150 -6.0428 -1.321
C -2.3093 7.6927 -5.6013 0.405
C -2.7850 7.5000 -4.1343 -0.594
O -3.1648 6.1152 -4.0544 -0.311
C -3.8874 5.8583 -2.8829 -0.797
N -1.7861 9.0514 -5.8042 -0.685
H -1.0634 6.7911 -7.1174 0.320
H -1.2451 5.6323 -5.9184 0.302
H -0.3731 6.9975 -5.4305 0.297
H -3.0940 7.4898 -6.3302 0.309
H -3.6518 8.1534 -4.0355 0.361
H -2.0580 7.7796 -3.3718 0.356
H -4.9557 5.9449 -3.0816 0.286
H -3.7420 6.5567 -2.0588 0.349
H -3.6421 4.8681 -2.4987 0.229
H -1.4895 9.4355 -4.9184 0.259
H -2.4773 9.7308 -6.0883 0.268
C 0.3845 -3.3743 4.3141 -1.426
C -0.1279 -4.5893 3.4949 0.807
C -0.3553 -5.9693 4.2044 -0.831
O 0.8879 -6.6979 4.5667 -0.343
C 1.3192 -7.7153 3.7228 -0.647
N -1.3194 -4.0397 2.9282 -0.596
H -0.0103 -3.3238 5.3288 0.302
H 0.1965 -2.3999 3.8632 0.408
H 1.4633 -3.2568 4.4172 0.330
H 0.5853 -4.7511 2.6867 0.077
H -1.0291 -6.6482 3.6817 0.395
H -0.8749 -5.7467 5.1364 0.349
H 2.2146 -8.2073 4.1024 0.260
H 1.4568 -7.3170 2.7176 0.261
H 0.6272 -8.5570 3.6982 0.289
H -1.0120 -3.1278 2.6216 0.249
H -2.1573 -4.0418 3.4922 0.237
C -1.5680 -7.9736 -2.2140 -1.367
C -2.2923 -6.9489 -3.0019 0.134
C -3.7939 -7.1210 -3.2061 -0.698
O -4.1178 -6.1645 -4.2115 -0.283
C -4.4738 -6.7674 -5.4866 -0.776
N -2.1425 -5.6186 -2.4903 -0.424
H -1.9126 -8.0353 -1.1818 0.333
H -0.5857 -7.5054 -2.2767 0.394
H -1.3745 -8.9639 -2.6262 0.382
H -1.7815 -6.9237 -3.9645 0.246
H -4.4039 -6.9516 -2.3188 0.261
H -3.9989 -8.1201 -3.5907 0.438
H -3.6976 -7.4191 -5.8879 0.336
H -4.7795 -6.0389 -6.2376 0.255
H -5.2022 -7.5365 -5.2297 0.337
H -1.1352 -5.5593 -2.4455 0.279
H -2.3328 -5.7185 -1.5034 0.259
```

Values from the calculation:
HOMO, eV: -11.9000
Charge: +2

---

Question: Which value of charge does entry 2 give?
Answer: +2